Computed, not measured: C30H49BrCl2N4O2S as an isolated structure at a distorted geometry, with wB97M-V/def2-TZVPD.

- lowest unoccupied orbital energy (alpha / beta) (Ha) = -0.025 / -0.025
- 2S+1 = 3
- expectation value of S² = 2.01
- orbital gap (alpha / beta) (Ha) = 0.28393 / 0.31694

Cartesian coordinates (Å):
C 3.8538 5.2220 0.8198
C 3.5388 3.9101 0.1104
C 3.5671 2.6734 1.0265
Br 2.9763 3.0056 2.8721
C 2.9050 1.4619 0.4362
C 3.7382 0.4683 0.0810
C 3.2615 -0.7239 -0.4972
N 3.9927 -1.7799 -0.8682
S 2.9336 -2.8505 -1.4307
N 1.5707 -2.0511 -1.2617
C 1.8836 -0.8674 -0.7163
C 1.0115 0.1727 -0.3420
C 1.4765 1.2899 0.2188
C 0.4675 2.3588 0.6306
Cl -1.0234 1.5507 1.2934
C -0.0598 3.3158 -0.4908
C 0.1096 4.7838 -0.0955
Cl 0.6349 2.9824 -2.1043
H 4.1728 5.9794 0.1089
H 3.0052 5.6027 1.3755
H 4.6896 5.0704 1.4952
H 4.3526 3.7387 -0.5912
H 2.6303 3.9452 -0.4706
H 4.6129 2.4230 1.1267
H 4.8001 0.5872 0.2373
H -0.0359 0.0230 -0.5331
H 0.8130 2.9563 1.4578
H -1.1209 3.1523 -0.6025
H 0.9838 4.8970 0.5355
H 0.2904 5.4153 -0.9564
H -0.7438 5.1335 0.4737
C 3.0710 -7.0345 4.6548
C 2.8525 -6.8494 3.1390
C 4.1870 -6.5505 2.4564
C 4.7196 -5.1544 2.7754
C 3.6721 -4.0897 2.4518
C 2.2992 -4.3522 3.0710
N 1.8626 -5.7653 2.8655
O 1.3634 -5.9089 1.6780
C 2.3189 -4.0096 4.5741
C 1.2877 -3.3908 2.4508
C 2.3097 -8.1851 2.6416
H 3.5408 -7.9991 4.8457
H 3.7265 -6.2901 5.1000
H 2.1200 -7.0212 5.1889
H 4.0678 -6.6430 1.3720
H 4.9196 -7.3048 2.7513
H 5.0231 -5.0850 3.8235
H 5.6200 -4.9666 2.1873
H 4.0341 -3.1131 2.7808
H 3.5704 -4.0298 1.3639
H 1.3931 -4.3294 5.0540
H 2.4044 -2.9315 4.7095
H 3.1542 -4.4483 5.1151
H 1.2704 -3.4542 1.3634
H 1.5539 -2.3666 2.7131
H 0.2796 -3.5848 2.8195
H 1.3535 -8.4188 3.1127
H 3.0138 -8.9776 2.8927
H 2.1727 -8.2017 1.5621
C -3.7513 1.6298 -4.1787
C -3.8091 2.9456 -3.3756
C -4.0072 2.6343 -1.8925
C -5.4094 2.1192 -1.5748
C -6.4733 3.0892 -2.0899
C -6.3059 3.4723 -3.5631
N -4.8932 3.8387 -3.8814
O -4.6609 5.0640 -3.5284
C -6.7781 2.3180 -4.4695
C -7.2322 4.6432 -3.8778
C -2.4497 3.6016 -3.5810
H -2.7940 1.1364 -4.0110
H -4.5129 0.9066 -3.8973
H -3.8376 1.8239 -5.2486
H -3.8225 3.5397 -1.3033
H -3.2608 1.9012 -1.5750
H -5.5612 1.1242 -2.0012
H -5.5174 2.0042 -0.4945
H -7.4654 2.6561 -1.9470
H -6.4402 3.9958 -1.4773
H -6.5276 2.5199 -5.5117
H -7.8610 2.2128 -4.4057
H -6.3649 1.3490 -4.1997
H -7.0710 5.4869 -3.2094
H -8.2680 4.3268 -3.7593
H -7.0974 4.9889 -4.9036
H -2.2780 3.8375 -4.6329
H -1.6637 2.9242 -3.2577
H -2.3357 4.5194 -3.0046



Computed, not measured: C30H49Cl2OsP as an isolated structure at a distorted geometry, with wB97M-V/def2-TZVPD.

- lowest unoccupied orbital energy (alpha / beta) (Ha) = 0.161 / 0.161
- 2S+1 = 5
- expectation value of S² = 6.04
- orbital gap (alpha / beta) (Ha) = 0.10670 / 0.16298
- energy relative to the best compared isomer or geometry (same formula, charge and spin) (kJ/mol) = 0.0
- net charge = -2

Cartesian coordinates (Å):
P -0.8900 0.2536 0.3069
C -2.4753 -0.9121 0.2077
C -3.9001 -0.3380 0.3697
C -4.9583 -1.4486 0.3978
C -4.8604 -2.4179 -0.7799
C -3.4375 -2.9299 -1.0082
C -2.3856 -1.8064 -1.0368
C -1.1261 1.2861 -1.3018
C -2.5180 1.6665 -1.7978
C -2.4009 2.5370 -3.0600
C -1.5604 1.8951 -4.1721
C -0.2273 1.3523 -3.6728
C -0.4085 0.5229 -2.3981
C -1.6794 1.5062 1.4396
C -2.0687 0.9755 2.8231
C -3.0345 1.9639 3.4897
C -2.4598 3.3850 3.5885
C -1.7391 3.8605 2.3139
C -0.8667 2.7868 1.6388
H -2.2414 -1.5122 1.1081
H -4.1303 0.3415 -0.4628
H -3.9916 0.2584 1.2904
H -5.9507 -0.9909 0.4062
H -4.8559 -2.0130 1.3318
H -5.5344 -3.2660 -0.6173
H -5.2106 -1.9183 -1.6901
H -3.1741 -3.6307 -0.2081
H -3.3883 -3.4752 -1.9560
H -1.3732 -2.2375 -1.1278
H -2.5646 -1.1938 -1.9375
H -0.5581 2.2134 -1.0964
H -1.9540 3.4981 -2.7758
H -3.0890 2.1956 -1.0195
H -3.0622 0.7432 -2.0465
H -3.4060 2.7402 -3.4405
H -1.3752 2.6179 -4.9732
H -2.1210 1.0607 -4.6099
H 0.2494 0.7297 -4.4406
H 0.4653 2.1783 -3.4519
H 0.5605 0.2544 -1.9912
H -0.9094 -0.4270 -2.6404
H -2.5798 1.7608 0.8740
H -2.5192 -0.0251 2.7805
H -1.1557 0.8857 3.4300
H -3.9606 2.0128 2.9012
H -3.3019 1.6002 4.4897
H -1.7528 3.4250 4.4302
H -3.2749 4.0845 3.8300
H -1.1197 4.7356 2.5461
H -2.5063 4.1845 1.5983
H -0.4741 3.1715 0.6877
H 0.0095 2.5601 2.2656
Os 2.6760 -0.5898 1.1546
Cl 2.7659 1.6487 1.8742
Cl 0.8303 -1.1583 2.4974
C 2.7439 -2.1513 0.0147
H 2.8724 -3.2007 0.3227
C 2.6376 -1.2151 -4.1513
C 2.7997 -2.5612 -3.7608
C 2.7139 -2.9264 -2.4239
C 2.6116 -1.9340 -1.4100
C 2.4567 -0.5917 -1.8142
C 2.4855 -0.2317 -3.1706
H 2.6395 -0.9245 -5.2038
H 3.0113 -3.3183 -4.5167
H 2.8105 -3.9613 -2.1033
H 2.3113 0.1781 -1.0084
H 2.3456 0.8176 -3.4709
C 5.5740 -0.3897 1.1316
C 5.2916 -1.2336 2.3885
C 5.8851 -2.6513 2.2709
C 5.8159 -0.5323 3.6451
C 3.7612 -1.3047 2.4815
H 6.4647 -0.7678 0.6112
H 5.6892 0.6705 1.3932
H 4.6800 -0.4671 0.4344
H 6.9843 -2.6097 2.2090
H 5.6433 -3.2545 3.1562
H 5.5178 -3.1875 1.3861
H 5.3014 0.4352 3.7373
H 5.6147 -1.1560 4.5286
H 6.8970 -0.3618 3.5402
H 3.4148 -1.7712 3.4240



Computed, not measured: a 7-piece molecular cluster, C30H49F3O20 overall at a distorted geometry, with wB97M-V/def2-TZVPD.

- lowest unoccupied orbital energy (Ha) = 0.002
- orbital gap (Ha) = 0.34294
- SMILES = CCOC(=O)C(F)(F)F.C[C@H]1COC(=O)O1.C[C@H]1COC(=O)O1.C[C@H]1COC(=O)O1.C[C@H]1COC(=O)O1.C[C@H]1COC(=O)O1.COCCOCCOC

Cartesian coordinates (Å):
C -1.5561 -9.6611 -11.6595
O -2.2025 -8.4427 -11.8868
C -3.3900 -8.5534 -12.6334
C -3.1753 -8.8573 -14.0989
O -2.3986 -7.8478 -14.7026
C -2.1853 -8.0359 -16.0841
C -1.2285 -7.0242 -16.6254
O -1.7367 -5.7202 -16.4978
C -0.8771 -4.8020 -17.1332
H -1.0655 -10.1125 -12.5353
H -2.2065 -10.3923 -11.1687
H -0.6863 -9.4867 -11.0183
H -3.8761 -7.5785 -12.5935
H -4.0472 -9.3195 -12.2094
H -4.1401 -8.9334 -14.6192
H -2.6650 -9.8146 -14.2772
H -3.1534 -7.9685 -16.6024
H -1.8651 -9.0727 -16.2578
H -1.0856 -7.3040 -17.6829
H -0.2144 -7.1028 -16.2175
H -1.2370 -3.7816 -17.0312
H -0.7568 -4.9977 -18.2085
H 0.1182 -4.9068 -16.6804
C 2.4846 -13.8797 -16.5928
C 1.7594 -14.3594 -15.3535
O 2.7651 -14.8446 -14.4479
C 2.4308 -15.5953 -13.4352
O 1.3225 -15.8611 -13.0610
C 3.6447 -16.0060 -12.5278
F 3.4928 -15.5148 -11.2986
F 3.7307 -17.3315 -12.4565
F 4.7825 -15.5144 -13.0296
H 2.9712 -12.9317 -16.3570
H 1.7789 -13.6832 -17.3955
H 3.2513 -14.5868 -16.9036
H 1.0295 -15.1224 -15.6341
H 1.1526 -13.5884 -14.8819
C 4.2245 -10.4243 -8.9319
C 3.4968 -9.8225 -10.1097
C 3.1046 -8.3668 -10.0825
O 4.3046 -7.7984 -10.6607
C 4.8538 -8.6861 -11.5015
O 5.7040 -8.4581 -12.2971
O 4.2478 -9.9036 -11.3231
H 3.5250 -10.4216 -8.0877
H 5.0481 -9.8259 -8.5320
H 4.5094 -11.4616 -9.0796
H 2.6560 -10.4933 -10.3095
H 2.9645 -7.9625 -9.0849
H 2.2653 -8.1519 -10.7383
C 4.8218 -4.7582 -18.4952
C 3.6281 -5.6140 -18.9013
C 4.0710 -6.9504 -19.5520
O 3.2858 -7.9201 -18.8750
C 2.6611 -7.3597 -17.8291
O 1.9196 -7.9409 -17.0974
O 2.8216 -6.0112 -17.8191
H 5.3687 -5.2767 -17.7034
H 4.5001 -3.7852 -18.1274
H 5.5391 -4.5991 -19.3006
H 3.0549 -5.0807 -19.6650
H 5.1504 -7.0524 -19.4352
H 3.8529 -6.9112 -20.6169
C 1.5570 -14.9388 -8.8024
C 1.5418 -13.7111 -9.7104
C 0.2006 -13.6198 -10.4431
O -0.3223 -12.3755 -10.0553
C 0.5024 -11.7507 -9.1619
O 0.2704 -10.6691 -8.7206
O 1.5518 -12.5335 -8.8644
H 0.7408 -14.9541 -8.0828
H 2.5123 -14.9415 -8.2763
H 1.4570 -15.8261 -9.4295
H 2.3945 -13.5715 -10.3673
H -0.4140 -14.4875 -10.1877
H 0.3534 -13.6929 -11.5221
C 1.0350 -8.2451 -13.4751
C 0.9984 -9.6470 -14.0521
C 2.2109 -9.9549 -14.9365
O 2.6180 -11.2574 -14.5052
C 2.0459 -11.5423 -13.3412
O 2.3323 -12.5007 -12.6784
O 1.1742 -10.5895 -12.9779
H 1.9889 -8.0668 -12.9848
H 0.2014 -8.0157 -12.8107
H 0.9026 -7.5368 -14.2983
H 0.0900 -9.8373 -14.6272
H 3.0554 -9.2881 -14.7398
H 2.0115 -9.8991 -15.9990
C 0.2112 -8.7923 -20.5065
C -0.1251 -10.2015 -20.0121
C 1.1248 -11.0821 -19.7477
O 0.9424 -11.5118 -18.4224
C -0.1396 -10.9547 -17.8694
O -0.5045 -11.1827 -16.7531
O -0.6999 -10.0653 -18.7001
H -0.6768 -8.1613 -20.5554
H 0.7798 -8.7613 -21.4316
H 0.7720 -8.3471 -19.6779
H -0.8813 -10.6970 -20.6246
H 2.0215 -10.4575 -19.8166
H 1.2129 -11.8508 -20.5154



Computed, not measured: C30H49N2S2SbSi3Tc as an isolated structure, with wB97M-V/def2-TZVPD.

- lowest unoccupied orbital energy (alpha / beta) (Ha) = -0.252 / -0.273
- 2S+1 = 4
- expectation value of S² = 3.86
- orbital gap (alpha / beta) (Ha) = 0.23307 / 0.23454
- net charge = +2

Cartesian coordinates (Å):
Tc -0.0618 0.0878 -0.2667
C -2.2332 -0.4547 3.5318
Sb -2.1831 -0.1190 1.4332
C 0.6885 0.0193 1.4451
C 0.7180 1.3842 2.0474
C 1.9233 2.0825 2.1355
C 1.9150 3.3444 2.7046
C 0.7198 3.8668 3.1780
C -0.4309 3.1097 3.0355
N -0.4421 1.9028 2.4699
Si 1.7700 -1.3875 2.2408
C 3.5362 -0.7950 2.3487
C 1.1302 -1.5761 3.9881
C 1.6683 -2.9348 1.2016
C -2.9686 -1.9214 0.4959
C -2.1474 -2.2786 -0.6930
C -2.6415 -3.2431 -1.5852
C -1.9201 -3.6687 -2.6740
C -0.6611 -3.1227 -2.9004
C -0.2203 -2.1612 -2.0344
N -0.9339 -1.7217 -0.9599
Si -3.1282 -3.4484 1.6874
C -4.4312 -3.0992 2.9852
C -3.5874 -5.0363 0.8120
C -1.4396 -3.7594 2.4510
Si -4.7127 -1.2756 -0.1219
C -4.3651 -0.2450 -1.6501
C -5.9478 -2.6132 -0.5393
C -5.4768 -0.1972 1.2170
H -1.4362 0.1373 3.9707
H -2.1189 -1.5070 3.7685
H -3.1936 -0.0948 3.8975
H 2.8350 1.6509 1.7512
H 2.8330 3.9103 2.7847
H 0.6750 4.8394 3.6459
H -1.3850 3.4827 3.3888
H 3.6833 -0.0599 3.1392
H 3.9363 -0.4090 1.4128
H 4.1312 -1.6740 2.6145
H 1.0840 -0.6087 4.4924
H 1.8453 -2.1887 4.5425
H 0.1599 -2.0595 4.0731
H 2.4940 -2.9514 0.4905
H 0.7363 -3.0526 0.6501
H 1.7735 -3.8082 1.8479
H -3.6153 -3.6624 -1.3908
H -2.3282 -4.4169 -3.3401
H -0.0428 -3.4220 -3.7328
H 0.7366 -1.6854 -2.1860
H -5.4362 -3.1230 2.5635
H -4.3177 -2.1582 3.5182
H -4.3841 -3.8958 3.7310
H -4.5268 -5.0227 0.2643
H -3.6903 -5.7884 1.5998
H -2.7992 -5.3901 0.1474
H -0.7913 -2.8834 2.4237
H -0.9250 -4.5549 1.9091
H -1.5229 -4.0805 3.4910
H -4.2515 -0.8729 -2.5349
H -3.4529 0.3543 -1.5682
H -5.1932 0.4384 -1.8463
H -5.6976 -3.1472 -1.4565
H -6.9108 -2.1273 -0.7127
H -6.1022 -3.3427 0.2515
H -4.9679 0.7498 1.4140
H -5.6077 -0.7204 2.1635
H -6.4765 0.0744 0.8679
S 1.5956 1.0109 -1.5256
C 3.2082 0.3615 -1.1565
C 4.1911 1.2682 -0.7682
C 5.4810 0.8198 -0.5242
C 5.7949 -0.5236 -0.6791
C 4.8159 -1.4219 -1.0807
C 3.5223 -0.9834 -1.3189
H 3.9502 2.3190 -0.6734
H 6.2451 1.5246 -0.2265
H 6.8036 -0.8678 -0.4992
H 5.0623 -2.4663 -1.2184
H 2.7707 -1.6897 -1.6438
C -0.2209 3.7970 -0.8124
S -1.2598 2.3665 -1.1806
C -2.7457 2.8965 -0.3067
H -0.0494 3.8675 0.2604
H -0.7310 4.6853 -1.1785
H 0.7214 3.6788 -1.3360
H -3.0476 3.8589 -0.7160
H -2.5550 2.9838 0.7617
H -3.5380 2.1753 -0.4941